Version a
Density functional theory data (ωB97M-V/def2-TZVPD) for a structure of composition C39H42BrF4N3O3P2Ti.

Geometry as ORCA input:
```
! wB97M-V def2-TZVPD RIJCOSX def2/J DEFGRID3
* xyz 3 2
Ti -14.9576 -5.6741 14.7742
O -18.9048 -4.8500 14.3487
C -17.8314 -5.1417 13.8688
O -16.7071 -4.9462 14.5241
C -17.6064 -5.6951 12.4888
P -15.8079 -6.1753 12.2867
C -15.3029 -5.2938 10.7961
C -15.1948 -3.9411 10.8880
C -14.7970 -3.1433 9.7946
C -14.7143 -3.7260 8.5601
C -14.8112 -5.1150 8.4543
C -15.0367 -5.9147 9.5403
C -16.0169 -7.9437 11.8806
C -16.9371 -8.2942 10.8455
C -17.1201 -9.6374 10.5581
C -16.4660 -10.6133 11.3035
C -15.6377 -10.2829 12.3818
C -15.3859 -8.9115 12.6321
H -17.8919 -4.9288 11.7861
H -18.2745 -6.4813 12.2649
H -15.4542 -3.4423 11.8514
H -14.5344 -2.0987 9.8401
H -14.5334 -3.1478 7.6789
H -14.5541 -5.5660 7.4752
H -15.2494 -6.9647 9.4141
H -17.4884 -7.6068 10.2516
H -17.7357 -9.9829 9.6893
H -16.6382 -11.7058 11.1308
H -15.0671 -11.0253 12.9064
H -14.5830 -8.6735 13.2961
F -9.0842 -10.1170 15.0194
C -9.7545 -9.0156 14.7443
C -9.3881 -8.2846 13.6166
F -8.3078 -8.6134 12.8541
C -10.1220 -7.2320 13.1169
F -9.8240 -6.5232 12.0568
C -11.2789 -6.8104 13.8003
P -12.4615 -5.5886 13.1648
C -12.2790 -5.9468 11.4000
C -11.7157 -4.9872 10.5699
C -11.4635 -5.3094 9.2304
C -11.6734 -6.5834 8.7596
C -12.2332 -7.5094 9.6105
C -12.5545 -7.2316 10.9173
C -11.7090 -4.0100 13.5349
C -10.6337 -3.8776 14.3895
C -10.1481 -2.5973 14.6582
C -10.7615 -1.5093 14.0465
C -11.7519 -1.6154 13.0598
C -12.3191 -2.9260 12.8660
C -11.5056 -7.4570 15.0015
Br -12.8238 -6.7234 16.2201
C -10.8049 -8.5210 15.5164
F -11.1954 -9.1595 16.6267
H -11.3919 -4.0232 10.9629
H -10.9403 -4.6044 8.6168
H -11.4610 -6.8174 7.7126
H -12.3901 -8.5171 9.2425
H -13.0379 -8.0180 11.4398
H -10.1223 -4.7010 14.8656
H -9.2979 -2.3747 15.3016
H -10.3998 -0.5574 14.3177
H -12.0840 -0.6827 12.6105
H -13.1454 -3.0561 12.2548
N -19.8131 -5.6146 17.1030
C -18.2832 -5.8440 17.1004
C -17.7016 -5.4808 18.4867
C -16.2383 -5.8573 18.3901
N -15.5848 -5.0398 17.2865
C -15.9197 -7.3053 18.0743
C -16.6213 -7.8785 16.7817
N -15.9003 -7.6855 15.4531
C -18.0551 -7.3329 16.7838
H -20.0645 -4.6498 17.2935
H -20.3222 -6.2099 17.7759
H -20.1956 -5.7820 16.1380
H -17.9824 -5.1319 16.3416
H -18.2251 -6.0879 19.2766
H -17.7725 -4.4701 18.8216
H -15.6984 -5.6921 19.2536
H -14.7461 -4.6373 17.7523
H -16.1804 -4.2162 17.1602
H -16.2253 -7.9234 18.9444
H -14.8135 -7.3990 18.0998
H -16.6840 -8.9490 16.9639
H -16.5749 -7.9024 14.7053
H -15.2466 -8.4089 15.4026
H -18.5890 -7.8248 17.5855
H -18.5639 -7.6312 15.8587
C -15.0188 -2.5378 15.0094
O -14.2195 -3.7342 15.0450
H -15.0158 -2.1984 14.0106
H -14.6653 -1.7848 15.7051
H -16.0915 -2.7810 15.2592
H -13.3257 -3.5254 14.6277
*
```

frontier orbital gap (spin up / spin down)	7.3 / 7.7	eV
E_LUMO (spin up / spin down)	-8.377 / -7.978	eV

Partial charges, Mulliken, in e:
1. Ti 1.1721
2. O -0.6926
3. C 0.1988
4. O 0.3208
5. C -1.0326
6. P 1.7961
7. C 0.8773
8. C -0.5297
9. C -0.6349
10. C -0.8268
11. C -0.5403
12. C -0.9675
13. C 0.9504
14. C -1.0641
15. C -0.8322
16. C -0.7202
17. C -1.5494
18. C 0.0061
19. H 0.6187
20. H 0.6855
21. H 0.2660
22. H 0.5192
23. H 0.4690
24. H 0.4115
25. H 0.4262
26. H 0.5659
27. H 0.4004
28. H 0.3993
29. H 0.5081
30. H 0.7305
31. F -0.2452
32. C 0.3184
33. C 0.3600
34. F -0.2579
35. C 0.1008
36. F -0.2671
37. C -0.8148
38. P 2.2160
39. C 0.7428
40. C -0.2846
41. C -1.1169
42. C -0.9349
43. C -1.0130
44. C -0.5352
45. C -0.2478
46. C -1.2411
47. C -0.9473
48. C -0.8139
49. C -1.2792
50. C 0.1679
51. C 0.1532
52. Br -0.2084
53. C 0.6406
54. F -0.2933
55. H 0.3978
56. H 0.5399
57. H 0.4645
58. H 0.5163
59. H 0.7549
60. H 0.4992
61. H 0.4821
62. H 0.5177
63. H 0.4804
64. H 0.8980
65. N -0.0200
66. C 0.1740
67. C -1.4475
68. C -0.1986
69. N -0.5809
70. C -1.0536
71. C -0.0770
72. N -0.3834
73. C -1.6521
74. H 0.4013
75. H 0.3907
76. H 0.4135
77. H 0.2525
78. H 0.4518
79. H 0.3934
80. H 0.5716
81. H 0.3658
82. H 0.1865
83. H 0.4963
84. H 0.2934
85. H 0.6130
86. H 0.0124
87. H 0.4660
88. H 0.6420
89. H 0.4674
90. C -0.7766
91. O -0.2263
92. H 0.3838
93. H 0.3378
94. H 0.1193
95. H 0.3024


Version b
Density functional theory data (ωB97M-V/def2-TZVPD) for a structure of composition C39H42BrF4N3O3P2Ti.

Geometry as ORCA input:
```
! wB97M-V def2-TZVPD RIJCOSX def2/J DEFGRID3
* xyz 3 2
Ti 13.9178 11.1671 9.8608
O 12.7425 12.1253 13.5449
C 12.7883 12.2230 12.3685
O 13.5812 11.4482 11.6071
C 11.9860 13.2568 11.5653
P 11.8261 12.5724 9.9563
C 11.1278 13.7838 8.8756
C 11.1729 13.6912 7.4931
C 10.3468 14.4667 6.6975
C 9.4251 15.3241 7.3082
C 9.4470 15.4530 8.6905
C 10.2569 14.6669 9.4954
C 10.5136 11.3946 10.1223
C 9.5656 11.2179 9.1297
C 8.4594 10.3792 9.2732
C 8.3215 9.5784 10.4079
C 9.3417 9.6717 11.3566
C 10.3772 10.6062 11.2486
H 12.6991 14.0515 11.5357
H 11.1148 13.6121 12.1097
H 11.8243 12.8904 7.0410
H 10.3217 14.3065 5.6215
H 8.6988 15.8974 6.7724
H 8.7274 16.1071 9.1545
H 10.1751 14.7165 10.5921
H 9.5828 11.7914 8.2156
H 7.7654 10.2835 8.4486
H 7.4031 9.0166 10.5221
H 9.3297 9.0789 12.2518
H 11.0582 10.5941 12.0883
F 20.4619 5.5493 9.8280
C 19.5731 6.4949 9.8589
C 20.0663 7.7821 9.6805
F 21.3107 8.0698 9.4589
C 19.1069 8.7844 9.7242
F 19.5636 9.9986 9.5010
C 17.7400 8.5901 9.9023
P 16.7103 10.1562 9.8125
C 17.2690 11.3060 11.0981
C 16.4830 11.3210 12.2948
C 16.7470 12.2636 13.2882
C 17.8269 13.1445 13.1415
C 18.5336 13.1927 11.9499
C 18.2412 12.2776 10.9387
C 17.2640 10.6879 8.0944
C 17.3417 12.0157 7.6784
C 17.3916 12.3198 6.3100
C 17.4503 11.2970 5.3716
C 17.4401 9.9899 5.7949
C 17.3910 9.6786 7.1359
C 17.3310 7.2609 10.1449
Br 15.5552 6.7124 10.5198
C 18.2399 6.2116 10.0913
F 17.8735 4.9649 10.2562
H 15.7713 10.5051 12.4476
H 16.1422 12.2113 14.2008
H 18.0211 13.8909 13.9092
H 19.2911 13.9452 11.7647
H 18.8207 12.3149 10.0292
H 17.3211 12.8226 8.3809
H 17.3930 13.3552 6.0189
H 17.4961 11.5124 4.3004
H 17.5823 9.1640 5.0966
H 17.3925 8.6457 7.5000
N 15.2634 6.8314 6.9974
C 14.4152 7.9586 7.5369
C 14.1484 8.9159 6.3576
C 13.3716 10.1663 6.7747
N 14.0955 11.0954 7.6746
C 12.0470 9.6854 7.4086
C 12.2216 8.6540 8.5240
N 12.7850 9.2982 9.7717
C 13.0870 7.4687 8.0756
H 16.2290 7.1334 6.7995
H 14.8137 6.4898 6.1541
H 15.3127 6.0799 7.6847
H 14.9564 8.4132 8.3623
H 13.4820 8.4080 5.6176
H 15.0260 9.2665 5.8682
H 13.1014 10.7113 5.8398
H 13.8127 12.0622 7.5288
H 15.0986 11.1151 7.4827
H 11.4591 9.2013 6.6243
H 11.4612 10.5249 7.7770
H 11.2275 8.2220 8.7464
H 12.0240 9.5448 10.4244
H 13.4226 8.6284 10.1864
H 12.5516 6.9251 7.2774
H 13.1540 6.7547 8.9110
C 15.1071 14.3189 9.3954
O 15.1730 12.8687 9.7347
H 16.1137 14.6596 9.1771
H 14.6407 14.7699 10.2805
H 14.4875 14.3528 8.5324
H 15.8199 12.7444 10.4474
*
```

frontier orbital gap (spin up / spin down)	8.5 / 8.8	eV
E_LUMO (spin up / spin down)	-7.936 / -7.666	eV

Partial charges, Mulliken, in e:
1. Ti -0.0223
2. O -0.5414
3. C 0.0039
4. O -0.0406
5. C -1.1238
6. P 3.4728
7. C 0.8690
8. C 0.1279
9. C -0.7993
10. C -0.6662
11. C -0.7577
12. C -0.7863
13. C 0.4007
14. C -1.0789
15. C -0.7038
16. C -0.8720
17. C -0.6406
18. C -0.9172
19. H 0.5796
20. H 0.5780
21. H 0.0457
22. H 0.4356
23. H 0.4638
24. H 0.4361
25. H 0.3149
26. H 0.4293
27. H 0.4727
28. H 0.4705
29. H 0.5529
30. H 0.6025
31. F -0.2572
32. C 0.7206
33. C 0.2533
34. F -0.2335
35. C 0.3158
36. F -0.3462
37. C -0.7435
38. P 1.9250
39. C -0.2504
40. C -0.2417
41. C -0.6509
42. C -0.6362
43. C -0.9337
44. C -0.2903
45. C -0.0561
46. C -0.3979
47. C -0.8466
48. C -0.8388
49. C -0.8837
50. C -0.5967
51. C -0.3164
52. Br 0.0127
53. C 0.2612
54. F -0.2823
55. H 0.4782
56. H 0.5212
57. H 0.4191
58. H 0.4914
59. H 0.5767
60. H 0.5678
61. H 0.5562
62. H 0.4532
63. H 0.5540
64. H 0.6969
65. N 0.3435
66. C 1.7209
67. C -1.9755
68. C 0.1383
69. N -0.1615
70. C -0.3214
71. C 0.2062
72. N -0.2745
73. C -1.9796
74. H 0.3110
75. H 0.4660
76. H 0.5009
77. H -1.4360
78. H 0.7605
79. H 0.3378
80. H 0.6666
81. H 0.4740
82. H -0.6254
83. H 0.6962
84. H -0.6227
85. H 0.6201
86. H 0.0267
87. H 0.2400
88. H 0.4903
89. H 0.3828
90. C -1.0858
91. O 0.7755
92. H 0.4133
93. H 0.3213
94. H 0.3465
95. H -0.0627


version b is preferred energetically. Next in line: 0.0155 hartree higher.


Version a
Density functional theory data (ωB97M-V/def2-TZVPD) for the molecule C7H14N2O3.

Geometry as ORCA input:
```
! wB97M-V def2-TZVPD RIJCOSX def2/J DEFGRID3
* xyz 0 1
C -0.5931 -2.5400 0.5267
C 0.0428 -1.4278 -0.2698
C 1.5594 -1.6992 -0.5480
C 0.0475 0.0427 0.4971
N 0.9347 -0.0559 1.7388
O 1.8855 0.7255 1.7213
C 0.1696 1.3450 -0.3526
C -0.0920 2.5264 0.5018
C -0.5320 1.3736 -1.7165
N -1.2726 0.1916 1.1352
O -2.2663 0.2165 0.4149
O -1.2845 0.3845 2.3235
H -0.3242 -3.4694 0.0787
H -1.6061 -2.3700 0.3210
H -0.4542 -2.6383 1.6757
H -0.4831 -1.2025 -1.3076
H 1.9342 -2.3901 0.3434
H 1.7189 -2.3447 -1.4456
H 2.1680 -0.7697 -0.6888
H 1.2514 1.2823 -0.6570
H -1.1227 2.7935 0.1203
H 0.4978 3.3873 0.3740
H -0.0513 2.3769 1.5792
H -0.1048 2.1964 -2.3534
H -1.6501 1.6165 -1.6742
H -0.3729 0.4489 -2.3382
*
```

frontier orbital gap	9.1	eV
E_LUMO	-0.541	eV
SMILES string	CC(C)C(N=O)(C(C)C)[N+](=O)[O-]

Partial charges, Mulliken, in e:
1. C -1.5770
2. C 0.6893
3. C -1.2803
4. C -0.3174
5. N -0.0076
6. O -0.3287
7. C 0.8530
8. C -1.4895
9. C -1.4509
10. N 1.2090
11. O -0.6352
12. O -0.5977
13. H 0.4468
14. H 0.4992
15. H 0.2342
16. H 0.2030
17. H 0.3306
18. H 0.3537
19. H 0.3285
20. H 0.3621
21. H 0.3357
22. H 0.3377
23. H 0.4287
24. H 0.4054
25. H 0.2715
26. H 0.3962


Version b
Density functional theory data (ωB97M-V/def2-TZVPD) for a structure of composition C7H14N2O3.

Geometry as ORCA input:
```
! wB97M-V def2-TZVPD RIJCOSX def2/J DEFGRID3
* xyz 0 1
C -0.3899 2.4857 -0.0797
C -2.2620 0.6243 -0.1372
C 2.0739 -1.3321 -1.2510
C -0.0355 -2.3958 -0.0787
C -0.7022 1.0455 -0.5156
C 0.5587 -1.2464 -0.9264
C 0.2179 0.0031 -0.0521
N 0.8023 0.1347 1.0967
N 0.1178 1.1323 2.4386
O 1.7070 -0.5343 1.5907
O -0.9773 0.8816 2.6968
O 0.8790 1.8759 2.9208
H -1.0416 3.0478 -0.6407
H 0.5670 2.8016 -0.6043
H -0.5565 2.6395 0.9857
H -2.9041 1.1612 -0.7624
H -2.2997 0.6884 0.9407
H -2.2720 -0.3876 -0.2837
H 2.6683 -1.4534 -0.3076
H 2.1790 -2.2698 -1.7912
H 2.4756 -0.6509 -1.9797
H 0.4160 -2.4432 0.8627
H -1.1057 -2.2910 -0.0180
H 0.2161 -3.3669 -0.6641
H -0.4385 1.0050 -1.6099
H 0.1065 -1.1552 -1.8305
*
```

frontier orbital gap (spin up / spin down)	8.9 / 8.9	eV
E_LUMO (spin up / spin down)	0.033 / 0.033	eV

Partial charges, Mulliken, in e:
1. C -1.5078
2. C -1.2514
3. C -1.4128
4. C -1.2753
5. C 0.2920
6. C 0.1112
7. C 0.1047
8. N 0.4573
9. N 0.9134
10. O -0.6920
11. O -0.5093
12. O -0.5217
13. H 0.5170
14. H 0.2932
15. H 0.3843
16. H 0.4272
17. H 0.3097
18. H 0.3558
19. H 0.2822
20. H 0.4347
21. H 0.3449
22. H 0.3887
23. H 0.3291
24. H 0.3452
25. H 0.4204
26. H 0.4594


version a is preferred energetically. Next in line: 0.0309 hartree higher.